{"formula": "C2H7NSi", "method": "the ωB97M-V functional and the def2-TZVPD basis", "symbols": ["C", "N", "Si", "C", "H", "H", "H", "H", "H", "H", "H"], "xyz": [[-1.65247, -1.38715, 0.80267], [-1.22638, -0.49905, -0.27823], [0.41898, -0.24410, -0.64065], [0.81021, 1.47244, -0.10323], [-2.48779, -0.94267, 1.33014], [-1.05948, -2.26654, 1.05583], [1.02867, -0.31608, -2.04052], [1.33692, -1.25308, 0.02127], [1.88185, 1.61856, 0.23682], [0.77838, 2.03751, -1.03980], [0.17112, 1.78016, 0.65569]], "forces_ev_per_a": [[2.873, 5.479, -6.133], [-3.251, -4.480, 5.817], [2.659, -1.148, -0.593], [2.664, -0.175, -1.117], [-0.355, -0.890, 0.038], [-0.229, 0.186, 0.255], [-1.014, -0.069, 0.302], [-0.451, 0.153, 0.147], [-1.139, -0.496, -0.230], [-0.528, 0.440, 0.388], [-1.228, 1.000, 1.126]], "mulliken_charge": [-0.274, -0.335, 0.372, -0.895, 0.272, 0.292, -0.135, -0.148, 0.296, 0.256, 0.301], "smiles": "C=N[SiH2]C", "fmax_ha_per_bohr": 0.169, "spin_multiplicity": 1, "energy_ev": -11553.1298, "e_above_lowest_kcal_mol": 31.58, "homo_lumo_gap_ev": 9.34}



{"formula": "C2H7O", "method": "the ωB97M-V functional and the def2-TZVPD basis", "symbols": ["O", "H", "C", "C", "H", "H", "H", "H", "H", "H"], "xyz": [[-3.71233, 0.72098, -2.95259], [-2.89305, 0.58649, -2.46025], [1.43800, 0.16274, 0.99492], [0.22625, -0.48114, 0.35625], [2.29344, 0.19468, 0.32144], [1.72660, -0.31288, 1.92597], [1.20432, 1.16262, 1.36731], [-0.64966, -0.61496, 0.98823], [-0.06441, 0.06994, -0.53682], [0.43084, -1.48846, -0.00446]], "forces_ev_per_a": [[0.024, -0.004, 0.014], [-0.007, 0.000, -0.003], [-0.319, 0.289, 0.816], [-0.091, -0.450, -0.688], [-0.026, 0.086, 0.043], [0.266, -0.616, 0.024], [0.022, 0.267, -0.527], [0.064, 0.441, 0.233], [-0.237, 0.113, 0.085], [0.304, -0.126, 0.003]], "mulliken_charge": [-1.132, 0.134, -0.802, -0.812, 0.265, 0.272, 0.264, 0.291, 0.259, 0.261], "fmax_ha_per_bohr": 0.018, "spin_multiplicity": 1, "energy_ev": -4233.9958, "e_above_lowest_kcal_mol": 6.99, "charge": -1, "homo_lumo_gap_ev": 5.16}



{"formula": "C2H7O", "method": "the ωB97M-V functional and the def2-TZVPD basis", "symbols": ["O", "H", "H", "H", "C", "C", "H", "H", "H", "H"], "xyz": [[1.63642, -0.08071, -0.59566], [2.08277, -0.92870, -0.77811], [1.70330, 0.58618, -1.29750], [0.84904, -0.13233, 0.05935], [-0.95019, -0.42477, 0.82141], [-1.09197, 0.61996, 0.00990], [-0.71598, -0.33393, 1.86845], [-1.25056, -1.41572, 0.53715], [-0.87545, 1.60630, 0.39325], [-1.38738, 0.50373, -1.01825]], "forces_ev_per_a": [[0.982, -0.721, 0.431], [-0.017, 0.197, -0.105], [-0.306, 0.075, 0.034], [-0.719, 0.446, -0.593], [-0.373, -0.276, 0.293], [0.498, 0.028, 0.429], [0.174, 0.309, 0.245], [0.063, -0.376, -0.374], [-0.096, 0.267, -0.144], [-0.205, 0.050, -0.216]], "mulliken_charge": [-0.392, 0.431, 0.438, 0.412, -0.687, -0.589, 0.348, 0.336, 0.356, 0.348], "fmax_ha_per_bohr": 0.025, "spin_multiplicity": 1, "energy_ev": -4225.8037, "e_above_lowest_kcal_mol": 0.00, "charge": 1, "homo_lumo_gap_ev": 11.27}



{"formula": "C2H7O2", "method": "the ωB97M-V functional and the def2-TZVPD basis", "symbols": ["C", "O", "C", "H", "H", "H", "H", "H", "H", "H", "O"], "xyz": [[0.42888, -0.18844, 0.89647], [-0.75952, 0.54556, 1.01227], [0.50790, -1.10835, -0.26579], [0.44769, -0.82692, 1.81503], [1.34824, 0.44416, 0.87665], [1.52107, -1.57615, -0.23349], [0.45334, -0.68189, -1.21121], [-0.43926, -1.75717, -0.04646], [-0.82323, 1.22554, -0.20881], [-1.62386, 2.36868, -1.31478], [-1.06126, 1.55499, -1.31988]], "forces_ev_per_a": [[-0.824, 1.371, 1.655], [1.041, 0.360, -1.329], [-0.947, -2.412, 1.616], [0.666, 0.142, -0.293], [-0.136, 0.100, 0.275], [-0.846, -0.576, 0.134], [-0.546, 1.179, -1.637], [1.944, 0.308, -1.058], [-1.039, -0.167, -0.583], [0.820, -1.143, 0.271], [-0.133, 0.837, 0.949]], "mulliken_charge": [-0.444, -0.823, -0.896, 0.246, 0.262, 0.260, 0.372, 0.191, 0.435, 0.211, -0.814], "fmax_ha_per_bohr": 0.059, "spin_multiplicity": 1, "energy_ev": -6282.0422, "e_above_lowest_kcal_mol": 14.98, "charge": -1, "homo_lumo_gap_ev": 8.09}



{"formula": "C2H7O2", "method": "the ωB97M-V functional and the def2-TZVPD basis", "symbols": ["O", "H", "H", "H", "O", "C", "C", "H", "H", "H", "H"], "xyz": [[0.09112, -1.21605, 1.79091], [-0.67721, -0.51108, 0.80962], [0.95211, -0.94811, 2.18180], [-0.37025, -1.87856, 2.33685], [-1.33132, -0.06635, 0.09036], [-0.79297, 0.58511, -0.82215], [0.63191, 0.84880, -1.13631], [-1.49302, 0.70780, -1.65673], [0.76889, 0.82845, -2.21323], [1.21819, -0.03712, -0.83034], [1.00255, 1.68709, -0.55078]], "forces_ev_per_a": [[0.366, 0.062, 0.132], [-0.152, 0.369, 0.116], [-0.939, -0.441, -0.121], [0.511, 0.356, -0.068], [1.011, 0.087, 0.667], [-0.599, -1.377, -2.014], [0.064, -1.584, 1.051], [-0.141, 0.893, 0.319], [-0.128, 0.984, -0.040], [-0.180, 0.275, 0.398], [0.186, 0.376, -0.441]], "mulliken_charge": [-0.607, 0.446, 0.348, 0.332, -0.317, 0.349, -0.908, 0.374, 0.315, 0.334, 0.335], "fmax_ha_per_bohr": 0.049, "spin_multiplicity": 1, "energy_ev": -6274.5739, "e_above_lowest_kcal_mol": 9.05, "charge": 1, "homo_lumo_gap_ev": 12.20}



{"formula": "C2H7O2", "method": "the ωB97M-V functional and the def2-TZVPD basis", "symbols": ["O", "H", "H", "H", "O", "C", "C", "H", "H", "H", "H"], "xyz": [[-2.62729, -0.48939, -0.08927], [-1.22872, -0.40735, -0.15045], [-3.13305, -0.37673, -0.91026], [-2.97860, -1.18085, 0.47689], [-0.17577, -0.52461, 0.05295], [0.60946, 0.43810, 0.06096], [2.06183, 0.33205, 0.10625], [0.09050, 1.40465, -0.02280], [2.42379, -0.58205, -0.37723], [2.31761, 0.22161, 1.17218], [2.64023, 1.16457, -0.31922]], "forces_ev_per_a": [[0.560, 0.666, -0.540], [0.017, 0.020, 0.722], [-0.120, -0.331, 0.449], [-0.358, -0.215, -0.131], [0.728, -0.874, -0.321], [-1.175, 1.098, -0.854], [0.709, -0.676, 0.107], [0.567, 0.157, 0.144], [-0.326, -0.049, 0.155], [0.104, 0.151, -0.052], [-0.706, 0.053, 0.320]], "mulliken_charge": [-0.631, 0.480, 0.368, 0.355, -0.332, 0.392, -0.958, 0.365, 0.311, 0.314, 0.334], "fmax_ha_per_bohr": 0.035, "spin_multiplicity": 1, "energy_ev": -6274.8560, "e_above_lowest_kcal_mol": 2.55, "charge": 1, "homo_lumo_gap_ev": 12.38}



{"formula": "C2H7O2P", "method": "the ωB97M-V functional and the def2-TZVPD basis", "symbols": ["C", "P", "O", "C", "O", "H", "H", "H", "H", "H", "H", "H"], "xyz": [[-0.70073, -0.42456, -1.13890], [0.73122, -0.50677, -0.07568], [1.09389, -1.98060, 0.44073], [0.43241, 0.49645, 1.33415], [-0.64634, -0.08634, 1.98892], [-0.77457, 0.51298, -1.75456], [-0.87689, -1.18777, -1.90121], [-1.81193, -0.43460, -0.71247], [1.78446, 0.07241, -0.84421], [1.40129, 0.39525, 1.91389], [0.21301, 1.44879, 0.89019], [-0.52181, -1.09728, 1.90249]], "forces_ev_per_a": [[-4.005, 1.158, -1.156], [1.758, -5.964, 0.161], [-1.303, 4.295, -1.568], [1.406, -0.574, 0.203], [-0.456, -1.968, 0.314], [0.631, -0.469, 0.668], [1.046, -0.387, 0.213], [2.635, 0.030, 0.222], [-0.390, 0.022, 0.248], [-0.970, 0.806, -0.401], [-0.191, 1.060, 0.746], [-0.160, 1.991, 0.350]], "mulliken_charge": [-0.965, 0.391, -0.689, -0.295, -0.480, 0.335, 0.362, 0.322, 0.076, 0.257, 0.339, 0.347], "smiles": "C[P@H](=O)CO", "fmax_ha_per_bohr": 0.121, "spin_multiplicity": 1, "energy_ev": -15570.4384, "e_above_lowest_kcal_mol": 31.00, "homo_lumo_gap_ev": 10.69}



{"formula": "C2H7O2PS", "method": "the ωB97M-V functional and the def2-TZVPD basis", "symbols": ["C", "C", "O", "O", "P", "S", "H", "H", "H", "H", "H", "H", "H"], "xyz": [[-1.02751, 1.76359, 0.35718], [0.09963, -2.13642, 0.04560], [0.35964, 1.68038, 0.63555], [0.24898, -0.80107, 0.43361], [1.12066, 0.48529, -0.09869], [3.09709, 0.32234, 0.05089], [-1.21707, 2.80381, 0.32262], [-1.69610, 0.99073, 0.85671], [-1.20970, 1.47477, -0.66441], [1.01438, -2.57049, -0.08612], [-0.67959, -2.18725, -0.73471], [-0.31838, -2.60513, 0.83777], [0.20796, 0.77944, -1.95599]], "forces_ev_per_a": [[-0.941, -1.495, -0.640], [-1.577, 2.027, -1.859], [0.695, -1.035, 0.042], [0.571, 2.897, 0.269], [-0.138, -1.558, -2.174], [-2.437, 0.356, -0.191], [-0.933, 0.896, 0.972], [1.015, 1.580, 0.433], [0.244, -0.188, -0.924], [2.341, -1.248, -1.239], [0.917, -0.214, -0.316], [-1.371, -1.451, 2.770], [1.614, -0.568, 2.857]], "mulliken_charge": [-0.629, -0.707, -0.195, -0.214, 0.269, -0.360, 0.323, 0.233, 0.290, 0.343, 0.268, 0.294, 0.084], "fmax_ha_per_bohr": 0.066, "spin_multiplicity": 1, "energy_ev": -26404.6389, "e_above_lowest_kcal_mol": 48.39, "homo_lumo_gap_ev": 8.93}



{"formula": "C2H7OPS", "method": "the ωB97M-V functional and the def2-TZVPD basis", "symbols": ["C", "C", "S", "O", "P", "H", "H", "H", "H", "H", "H", "H"], "xyz": [[1.41397, -0.04967, 1.10147], [0.14392, -0.32539, 0.16716], [0.39735, -1.79982, -0.81302], [-0.15015, 0.74605, -0.65869], [-1.59766, 1.41144, -1.02010], [1.30939, -0.35215, 2.10395], [2.20491, -0.49842, 0.51381], [1.41233, 1.05902, 1.07156], [-0.59248, -0.43356, 1.06383], [-0.01092, -1.20037, -1.95687], [-2.40155, 0.51814, -1.73557], [-2.12912, 0.92473, 0.16247]], "forces_ev_per_a": [[-1.069, 1.627, -3.509], [-0.394, -0.190, 3.993], [-0.333, -0.453, -0.630], [1.031, 0.377, -0.685], [0.106, 0.881, 0.690], [-0.138, -0.817, 0.976], [0.841, 0.273, 0.664], [0.675, -0.533, 0.190], [-0.067, -0.125, -2.222], [0.089, -0.351, 0.319], [0.199, -0.894, -0.480], [-0.940, 0.204, 0.693]], "mulliken_charge": [-1.150, 0.235, -0.247, -0.265, 0.018, 0.347, 0.340, 0.285, 0.275, 0.119, 0.021, 0.021], "smiles": "C[C@H](S)OP", "fmax_ha_per_bohr": 0.078, "spin_multiplicity": 1, "energy_ev": -24357.4668, "e_above_lowest_kcal_mol": 60.03, "homo_lumo_gap_ev": 9.98}



{"formula": "C2H7OPS", "method": "the ωB97M-V functional and the def2-TZVPD basis", "symbols": ["C", "C", "H", "H", "H", "H", "O", "P", "S", "H", "H", "H"], "xyz": [[0.91166, -0.44940, 1.35705], [0.15921, -1.17093, 2.22292], [1.62578, -0.77853, 0.60558], [0.85101, 0.63832, 1.43315], [-0.60554, -0.46086, 2.69455], [-0.01874, -2.30027, 2.26911], [-1.10747, 2.04060, -1.51741], [0.39399, 1.25643, -1.55089], [-0.25978, -0.61943, -2.38398], [-1.73174, 1.58360, -0.87587], [0.66323, 1.50785, -2.86452], [-0.88161, -1.24740, -1.38970]], "forces_ev_per_a": [[-0.251, -0.562, 0.937], [-1.325, 1.025, -1.136], [-0.096, -0.440, 0.312], [-0.066, -0.283, -0.068], [1.100, -1.661, 0.098], [0.628, 1.882, -0.064], [-0.191, -0.810, 1.092], [-1.935, -0.765, 0.939], [0.290, -0.034, -0.501], [1.268, 0.873, -1.119], [0.402, 0.691, -1.092], [0.177, 0.084, 0.602]], "mulliken_charge": [-0.565, -0.417, 0.315, 0.230, 0.182, 0.256, -0.489, 0.225, -0.262, 0.333, 0.056, 0.135], "smiles": "C=C.OPS", "fmax_ha_per_bohr": 0.044, "spin_multiplicity": 1, "energy_ev": -24357.7364, "e_above_lowest_kcal_mol": 53.81, "homo_lumo_gap_ev": 9.88}